1.
{
  "formula": "C5H10N2O",
  "method": "wB97M-V/def2-TZVPD",
  "symbols": ["C", "N", "C", "C", "C", "N", "C", "O", "H", "H", "H", "H", "H", "H", "H", "H", "H", "H"],
  "xyz": [[-2.468, 1.546, -0.004], [-1.627, 1.647, 0.913], [-0.665, 0.604, 1.243], [0.540, 0.507, 0.323], [0.591, -0.722, -0.654], [1.543, -0.420, -1.720], [1.131, -1.832, 0.250], [0.595, -2.155, 1.282], [-2.506, 0.748, -0.766], [-3.337, 2.196, -0.134], [-0.364, 0.829, 2.270], [-1.089, -0.400, 1.373], [0.563, 1.445, -0.249], [1.462, 0.568, 0.890], [-0.424, -0.757, -1.058], [2.478, -0.456, -1.341], [1.534, -1.026, -2.523], [2.043, -2.321, -0.095]],
  "atomic_forces_ev_per_a": [[-0.561, -0.975, -1.019], [-0.456, 0.288, 0.651], [0.103, -0.615, 0.722], [0.281, 1.015, -0.720], [0.837, 1.503, 0.561], [-0.062, 0.314, 0.140], [-2.132, -0.356, 0.098], [0.469, -0.092, -0.221], [0.270, -0.291, 0.314], [0.536, 0.653, 0.298], [0.316, 0.134, -0.197], [-0.503, 0.246, -0.428], [-0.026, -0.375, -0.326], [0.211, -0.288, 0.257], [0.180, -0.898, 0.069], [0.252, 0.174, -0.059], [-0.324, -0.323, -0.019], [0.609, -0.114, -0.122]],
  "nbo_charge": [-0.035, -0.391, -0.274, -0.408, -0.172, -0.832, 0.428, -0.516, 0.119, 0.166, 0.207, 0.214, 0.232, 0.207, 0.226, 0.350, 0.367, 0.111],
  "e_lumo_ev": 0.788,
  "energy_ha": -381.197218,
  "orbital_gap_ev": 9.92,
  "homo_energy_ev": -9.13,
  "max_force_ev_per_a": 2.16,
  "smiles": "C=NCC[C@@H](N)C=O"
}



2.
{
  "formula": "C17H19ClN2O3",
  "method": "wB97M-V/def2-TZVPD",
  "symbols": ["C", "C", "O", "C", "O", "C", "C", "C", "N", "C", "C", "O", "N", "C", "C", "C", "C", "C", "C", "Cl", "C", "C", "C", "H", "H", "H", "H", "H", "H", "H", "H", "H", "H", "H", "H", "H", "H", "H", "H", "H", "H", "H"],
  "xyz": [[-1.957, -2.602, -6.660], [-0.966, -1.470, -6.424], [-0.755, -1.243, -5.034], [-1.650, -0.466, -4.404], [-2.586, 0.054, -4.972], [-1.357, -0.317, -2.979], [-2.123, 0.440, -2.098], [-3.360, 1.227, -2.321], [-1.544, 0.364, -0.882], [-0.432, -0.454, -0.930], [0.414, -0.740, 0.230], [1.126, -1.721, 0.310], [0.321, 0.216, 1.220], [0.951, 0.240, 2.464], [1.660, -0.838, 2.985], [2.236, -0.740, 4.237], [2.134, 0.407, 5.013], [2.762, 0.503, 6.367], [1.419, 1.473, 4.474], [1.245, 2.938, 5.382], [0.834, 1.403, 3.225], [-0.290, -0.896, -2.233], [0.785, -1.781, -2.743], [-2.049, -2.792, -7.725], [-2.932, -2.327, -6.265], [-1.617, -3.508, -6.164], [-1.334, -0.547, -6.885], [0.019, -1.720, -6.824], [-3.202, 2.273, -2.058], [-3.640, 1.162, -3.368], [-4.175, 0.840, -1.709], [-1.957, 0.740, -0.043], [-0.148, 1.078, 0.983], [1.761, -1.739, 2.404], [2.785, -1.584, 4.626], [2.003, 0.706, 7.123], [3.480, 1.322, 6.395], [3.272, -0.422, 6.620], [0.289, 2.254, 2.844], [0.352, -2.680, -3.177], [1.349, -1.280, -3.527], [1.449, -2.061, -1.931]],
  "atomic_forces_ev_per_a": [[0.204, 0.280, 0.235], [-0.276, -0.023, -0.578], [0.129, -0.047, 0.336], [-0.266, 0.222, -0.108], [0.067, -0.102, -0.088], [-0.079, 0.111, 0.455], [0.033, 0.001, -0.340], [-0.099, 0.047, -0.024], [-0.127, 0.146, 0.047], [0.156, -0.430, -0.679], [-0.011, 0.136, 0.120], [0.031, -0.030, 0.034], [-0.294, 0.292, -0.188], [0.234, -0.072, 0.475], [-0.015, -0.156, -0.178], [-0.100, 0.252, 0.036], [0.011, 0.060, 0.064], [-0.011, 0.024, -0.007], [0.015, -0.268, -0.185], [-0.031, 0.159, 0.072], [0.035, -0.106, -0.059], [-0.034, 0.153, 0.511], [0.248, -0.097, 0.093], [-0.023, -0.049, -0.121], [-0.078, -0.012, -0.015], [0.018, -0.106, -0.003], [0.156, -0.152, 0.048], [-0.107, 0.073, 0.062], [-0.025, 0.072, 0.008], [-0.046, 0.041, 0.060], [-0.083, 0.002, 0.026], [-0.031, -0.092, -0.115], [0.147, -0.164, -0.077], [0.008, -0.011, -0.004], [0.060, -0.086, 0.050], [0.030, 0.013, 0.101], [0.051, 0.023, 0.092], [0.037, -0.055, 0.029], [-0.051, 0.098, -0.021], [0.048, -0.070, -0.041], [0.038, -0.038, -0.060], [0.030, -0.041, -0.063]],
  "nbo_charge": [-0.633, -0.074, -0.509, 0.798, -0.628, -0.275, 0.262, -0.672, -0.495, -0.038, 0.661, -0.601, -0.627, 0.238, -0.257, -0.178, -0.065, -0.626, -0.007, -0.002, -0.291, 0.059, -0.645, 0.215, 0.223, 0.209, 0.200, 0.188, 0.222, 0.276, 0.222, 0.411, 0.388, 0.257, 0.215, 0.225, 0.226, 0.216, 0.214, 0.228, 0.224, 0.247],
  "e_lumo_ev": 0.406,
  "energy_ha": -1454.692877,
  "orbital_gap_ev": 8.73,
  "homo_energy_ev": -8.32,
  "max_force_ev_per_a": 0.82,
  "smiles": "CCOC(=O)c1c(C)[nH]c(C(=O)Nc2ccc(C)c(Cl)c2)c1C"
}



3.
{
  "formula": "C4H9NO2",
  "method": "wB97M-V/def2-TZVPD",
  "symbols": ["C", "N", "C", "C", "H", "H", "H", "H", "H", "H", "H", "O", "C", "O", "H", "H"],
  "xyz": [[-1.606, 1.575, -0.415], [-0.740, 1.739, 0.541], [0.222, 0.595, 0.731], [1.204, 0.985, 1.875], [-1.741, 0.701, -1.074], [-2.232, 2.461, -0.626], [-0.360, -0.363, 1.045], [0.806, 0.338, -0.238], [1.844, 0.190, 2.197], [1.859, 1.813, 1.478], [0.625, 1.379, 2.733], [-1.146, -2.499, -0.587], [-0.155, -2.369, -1.265], [-0.171, -1.903, -2.579], [0.844, -2.724, -0.931], [0.747, -1.917, -2.886]],
  "atomic_forces_ev_per_a": [[1.181, 1.291, 1.391], [-0.659, -1.686, -2.247], [-0.238, -1.172, 0.419], [-0.492, 1.525, -1.154], [0.319, 0.114, 0.411], [0.047, -0.639, 0.149], [0.858, 1.580, -0.625], [-1.017, 0.558, 1.426], [0.269, -0.630, 0.115], [-0.611, -0.701, 0.592], [0.353, -0.249, -0.474], [1.399, 0.581, -1.259], [-1.150, -0.597, -0.275], [0.121, -0.413, 1.777], [-0.221, 0.382, -0.149], [-0.157, 0.056, -0.098]],
  "nbo_charge": [-0.060, -0.402, -0.269, -0.613, 0.163, 0.173, 0.203, 0.176, 0.205, 0.205, 0.219, -0.539, 0.637, -0.683, 0.104, 0.483],
  "e_lumo_ev": 0.428,
  "energy_ha": -362.995965,
  "orbital_gap_ev": 10.22,
  "homo_energy_ev": -9.79,
  "max_force_ev_per_a": 2.89,
  "smiles": "C=NCC.O=CO"
}



4.
{
  "formula": "C14H30F6Na3O12S2",
  "method": "wB97M-V/def2-TZVPD",
  "symbols": ["Na", "Na", "Na", "C", "F", "F", "F", "S", "O", "O", "O", "C", "F", "F", "F", "S", "O", "O", "O", "C", "O", "C", "C", "O", "C", "H", "H", "H", "H", "H", "H", "H", "H", "H", "H", "C", "O", "C", "C", "O", "C", "H", "H", "H", "H", "H", "H", "H", "H", "H", "H", "C", "O", "C", "C", "O", "C", "H", "H", "H", "H", "H", "H", "H", "H", "H", "H"],
  "xyz": [[0.634, -4.659, 4.551], [0.310, 1.195, 5.793], [5.188, -1.386, 2.974], [-3.038, -1.984, 4.816], [-3.621, -3.170, 4.627], [-2.422, -1.551, 3.737], [-3.923, -1.056, 5.099], [-1.747, -2.068, 6.247], [-0.870, -0.883, 6.120], [-2.518, -2.097, 7.460], [-1.053, -3.309, 6.038], [0.888, -0.888, 1.119], [1.444, -1.729, 0.370], [1.179, 0.397, 0.802], [-0.499, -0.926, 1.006], [1.390, -1.273, 2.992], [0.932, -2.627, 3.347], [2.864, -1.067, 3.104], [0.676, -0.283, 3.694], [0.118, -0.862, -2.359], [0.566, -1.362, -3.678], [-0.431, -2.207, -4.243], [-0.189, -2.693, -5.652], [0.566, -3.881, -5.823], [0.315, -5.098, -5.059], [0.456, 0.136, -2.079], [0.599, -1.650, -1.780], [-0.952, -0.950, -2.174], [-1.347, -1.618, -4.282], [-0.555, -2.980, -3.484], [0.361, -2.019, -6.309], [-1.144, -2.867, -6.148], [-0.732, -5.388, -4.971], [0.721, -5.039, -4.050], [0.970, -5.875, -5.452], [2.512, 2.674, -6.267], [2.976, 2.834, -4.938], [3.208, 1.520, -4.334], [3.865, 1.614, -2.976], [3.193, 2.461, -1.979], [3.391, 2.155, -0.677], [2.377, 3.663, -6.704], [1.540, 2.205, -6.419], [3.316, 2.235, -6.858], [3.728, 0.912, -5.074], [2.223, 1.130, -4.075], [4.920, 1.871, -3.068], [3.947, 0.584, -2.629], [4.406, 2.064, -0.290], [2.976, 1.155, -0.550], [2.975, 2.836, 0.065], [-4.419, 3.150, 1.999], [-3.730, 3.936, 3.015], [-3.449, 3.280, 4.283], [-2.732, 1.910, 4.287], [-1.320, 2.120, 4.088], [-0.907, 2.233, 2.731], [-4.630, 3.782, 1.136], [-5.371, 2.655, 2.188], [-3.804, 2.357, 1.573], [-4.499, 3.137, 4.538], [-3.148, 4.068, 4.974], [-3.156, 1.195, 3.583], [-2.965, 1.298, 5.159], [0.163, 2.135, 2.548], [-1.388, 3.076, 2.235], [-1.332, 1.469, 2.080]],
  "atomic_forces_ev_per_a": [[-0.398, 1.099, 0.142], [-0.590, -0.850, -0.737], [-0.202, -0.023, 0.036], [1.872, 0.129, 1.699], [0.075, 0.463, -0.198], [0.440, -0.486, -1.286], [-1.325, 0.301, 0.490], [0.061, 1.126, 1.020], [-0.982, -0.476, -0.368], [-0.556, 0.423, -0.239], [1.065, -1.430, -1.293], [-2.442, 2.091, 3.704], [1.153, -1.615, -2.137], [0.458, -0.997, 0.139], [1.564, -0.603, 0.071], [2.125, -1.062, -0.270], [0.559, 0.238, -1.077], [-1.747, -0.717, -0.960], [-1.418, 2.347, 1.139], [0.957, -2.166, -0.682], [-0.436, 1.651, -0.155], [0.026, 0.997, 0.675], [0.346, -1.211, -0.191], [0.621, -1.642, 0.588], [0.739, 1.296, 0.173], [0.285, -0.096, -0.564], [-0.192, 0.590, 0.993], [-0.161, 0.145, -0.479], [-0.369, -0.057, 0.016], [-0.452, -0.742, -0.446], [-0.114, 0.560, 0.486], [-0.476, 0.142, 0.219], [-0.080, -0.009, -0.430], [-0.219, 0.590, 0.385], [-0.504, 0.036, -0.746], [0.634, 1.136, -0.209], [-0.005, -1.159, 0.303], [-1.690, 2.156, 0.507], [1.001, 0.243, 0.953], [0.247, 0.743, -3.639], [0.464, -2.049, 1.894], [0.093, 0.261, 0.278], [0.072, -0.630, 0.458], [-0.209, -0.568, -0.252], [0.235, -0.343, 0.450], [-0.269, -0.499, -0.644], [0.101, 0.740, 0.082], [-0.484, -0.299, 0.370], [0.788, 0.115, -0.672], [-0.203, -0.179, 0.739], [-0.728, 0.327, -0.686], [0.887, 0.229, -0.305], [0.390, -0.754, -1.271], [-2.864, -0.711, -0.901], [0.189, 1.270, -0.624], [0.389, -0.819, 0.553], [-1.292, -0.303, -1.310], [0.202, 0.525, 0.341], [-0.174, 0.259, 1.183], [0.466, -0.106, 0.279], [-0.096, -0.865, 1.121], [0.865, -0.295, -0.250], [0.160, 0.442, -0.951], [0.678, 0.719, 0.837], [-0.053, 0.443, 0.731], [0.602, 0.864, 0.441], [-0.076, -0.935, 0.478]],
  "nbo_charge": [0.957, 0.969, 0.055, 0.734, -0.313, -0.318, -0.321, 2.327, -1.060, -0.963, -1.064, 0.763, -0.282, -0.326, -0.345, 2.316, -1.053, -1.054, -1.022, -0.279, -0.557, -0.096, -0.081, -0.550, -0.263, 0.203, 0.186, 0.178, 0.168, 0.172, 0.213, 0.167, 0.171, 0.166, 0.199, -0.258, -0.538, -0.093, -0.079, -0.534, -0.237, 0.190, 0.170, 0.163, 0.188, 0.181, 0.173, 0.175, 0.155, 0.153, 0.189, -0.276, -0.547, -0.104, -0.123, -0.599, -0.270, 0.200, 0.176, 0.166, 0.178, 0.207, 0.201, 0.221, 0.208, 0.187, 0.178],
  "e_lumo_ev": [-1.064, -0.971],
  "multiplicity": 2,
  "energy_ha": -3336.648340,
  "orbital_gap_ev": [2.76, 8.53],
  "homo_energy_ev": [-3.82, -9.50],
  "max_force_ev_per_a": 4.90
}



Please write out number 1 again, unchanged.
{
  "formula": "C5H10N2O",
  "method": "wB97M-V/def2-TZVPD",
  "symbols": ["C", "N", "C", "C", "C", "N", "C", "O", "H", "H", "H", "H", "H", "H", "H", "H", "H", "H"],
  "xyz": [[-2.468, 1.546, -0.004], [-1.627, 1.647, 0.913], [-0.665, 0.604, 1.243], [0.540, 0.507, 0.323], [0.591, -0.722, -0.654], [1.543, -0.420, -1.720], [1.131, -1.832, 0.250], [0.595, -2.155, 1.282], [-2.506, 0.748, -0.766], [-3.337, 2.196, -0.134], [-0.364, 0.829, 2.270], [-1.089, -0.400, 1.373], [0.563, 1.445, -0.249], [1.462, 0.568, 0.890], [-0.424, -0.757, -1.058], [2.478, -0.456, -1.341], [1.534, -1.026, -2.523], [2.043, -2.321, -0.095]],
  "atomic_forces_ev_per_a": [[-0.561, -0.975, -1.019], [-0.456, 0.288, 0.651], [0.103, -0.615, 0.722], [0.281, 1.015, -0.720], [0.837, 1.503, 0.561], [-0.062, 0.314, 0.140], [-2.132, -0.356, 0.098], [0.469, -0.092, -0.221], [0.270, -0.291, 0.314], [0.536, 0.653, 0.298], [0.316, 0.134, -0.197], [-0.503, 0.246, -0.428], [-0.026, -0.375, -0.326], [0.211, -0.288, 0.257], [0.180, -0.898, 0.069], [0.252, 0.174, -0.059], [-0.324, -0.323, -0.019], [0.609, -0.114, -0.122]],
  "nbo_charge": [-0.035, -0.391, -0.274, -0.408, -0.172, -0.832, 0.428, -0.516, 0.119, 0.166, 0.207, 0.214, 0.232, 0.207, 0.226, 0.350, 0.367, 0.111],
  "e_lumo_ev": 0.788,
  "energy_ha": -381.197218,
  "orbital_gap_ev": 9.92,
  "homo_energy_ev": -9.13,
  "max_force_ev_per_a": 2.16,
  "smiles": "C=NCC[C@@H](N)C=O"
}